Record 1
DFT (wB97M-V/def2-TZVPD) results for a cluster of 4 separate species, C16H25BClN3O3 in total.

The orbital gap comes out at 8.8 eV. Its total charge is 0. The SMILES is OCCOCOCBCl.c1cc[nH]c1.c1cc[nH]c1.c1cc[nH]c1. Its molar mass is 353.66 g/mol. The highest occupied orbital energy is -8.31 eV. The value obtained for the strongest force on any atom is 0.40 eV/Å.

Positions of all 49 atoms, in Å:
O  -0.3995  3.9318  -0.6205
C  0.0010  2.5746  -0.7635
C  -1.1670  1.6834  -0.3771
O  -0.8169  0.3259  -0.6335
C  -1.2230  -0.6092  0.3278
O  -0.2105  -0.9564  1.2141
C  0.9845  -1.3882  0.5640
B  2.0460  -0.2509  0.3977
Cl  2.1403  0.9547  1.6704
H  0.2274  4.3846  -0.0613
H  0.8495  2.3456  -0.1195
H  0.2932  2.3759  -1.7970
H  -2.0299  1.9467  -0.9907
H  -1.3820  1.8409  0.6770
H  -2.0318  -0.2142  0.9465
H  -1.5970  -1.4901  -0.2052
H  0.7672  -1.8824  -0.3849
H  1.4358  -2.1501  1.2126
H  2.8109  -0.2028  -0.5069
C  6.1944  -1.0764  -2.4187
C  6.5305  -1.8887  -1.3013
C  6.3452  -1.1312  -0.1759
N  5.9107  0.1040  -0.5709
C  5.8160  0.1470  -1.9345
H  6.2269  -1.3587  -3.4573
H  6.8697  -2.9105  -1.3225
H  6.4829  -1.3653  0.8655
H  5.6902  0.8626  0.0470
H  5.4866  1.0376  -2.4410
C  -3.5932  -4.4229  -3.4856
C  -3.7305  -4.5982  -2.0813
C  -3.4724  -3.3892  -1.4941
N  -3.1828  -2.4938  -2.4863
C  -3.2542  -3.1143  -3.7029
H  -3.7267  -5.1721  -4.2474
H  -3.9887  -5.5065  -1.5638
H  -3.4721  -3.0918  -0.4595
H  -2.9515  -1.5279  -2.3430
H  -3.0596  -2.5756  -4.6138
C  -2.2461  3.3212  2.8425
C  -1.7984  2.3549  3.7856
C  -2.7084  2.3341  4.8083
N  -3.6843  3.2477  4.5182
C  -3.4120  3.8540  3.3228
H  -1.7670  3.5971  1.9178
H  -0.9116  1.7456  3.7192
H  -2.7442  1.7498  5.7112
H  -4.4800  3.4437  5.0957
H  -4.0675  4.6042  2.9162

Record 2
DFT (wB97M-V/def2-TZVPD) results for the molecule C16H25BN2O4 in a non-equilibrium geometry.

The orbital gap comes out at 8.8 eV. As for the energy relative to the best compared isomer or geometry (same formula, charge and spin): 22.1 kJ/mol. Its total charge is 0. The SMILES is N[C@](CCCCB(O)O)(CCN1Cc2ccccc2C1)C(=O)O. Its molar mass is 320.20 g/mol. The highest occupied orbital energy is -8.34 eV. The value obtained for the strongest force on any atom is 2.75 eV/Å.

Positions of all 48 atoms, in Å:
N  2.0442  -1.3726  -1.9290
C  1.3006  -1.7687  -0.7330
C  -0.0248  -2.4438  -1.1378
C  -0.9993  -1.5130  -1.9352
C  -2.2390  -2.1629  -2.5156
C  -3.0752  -1.1403  -3.2867
B  -3.6978  0.0506  -2.4784
O  -2.8988  0.7701  -1.6181
O  -5.0451  0.3629  -2.7175
C  1.0699  -0.5174  0.1753
C  0.1355  -0.8208  1.3512
N  -0.0094  0.2912  2.3193
C  1.3175  0.6407  2.8911
C  1.5826  2.0566  2.4689
C  2.6889  2.8100  2.7204
C  2.6402  4.1872  2.5447
C  1.4963  4.7811  2.0315
C  0.4146  4.0019  1.6498
C  0.4345  2.6332  1.9200
C  -0.5939  1.5492  1.7299
C  2.1929  -2.7370  0.0250
O  3.3826  -2.7780  -0.2726
O  1.4929  -3.4715  0.9304
H  2.2033  -2.2244  -2.3980
H  2.9664  -1.0171  -1.6462
H  -0.5488  -2.7998  -0.2566
H  0.1614  -3.3349  -1.7662
H  -1.2942  -0.6863  -1.2542
H  -0.4412  -1.0509  -2.7296
H  -2.8760  -2.5027  -1.6918
H  -1.9781  -3.0147  -3.1268
H  -2.4468  -0.6543  -4.0022
H  -3.9186  -1.6280  -3.8084
H  -3.3860  1.4706  -1.1394
H  -5.5787  -0.3290  -3.1279
H  2.0438  -0.1662  0.5657
H  0.6933  0.2760  -0.4658
H  -0.8721  -1.1501  1.0406
H  0.5366  -1.6808  1.8957
H  1.2229  0.6184  3.9830
H  2.0511  -0.0925  2.6399
H  3.5990  2.2803  2.9837
H  3.4847  4.7947  2.7783
H  1.4794  5.8342  1.8306
H  -0.4312  4.4885  1.2066
H  -1.5319  1.8320  2.2452
H  -0.8232  1.3895  0.6820
H  2.0748  -4.0612  1.4281

Record 3
DFT (wB97M-V/def2-TZVPD) results for a structure of composition C16H25BrCsF3N2O10PS5 in a non-equilibrium geometry.

The orbital gap comes out at 7.5 eV. Its total charge is +1. Its molar mass is 866.49 g/mol. The highest occupied orbital energy is -10.96 eV. The value obtained for the strongest force on any atom is 11.84 eV/Å.

Positions of all 64 atoms, in Å:
C  3.9615  -3.3397  0.1244
C  3.3021  -3.9850  1.3259
O  2.5403  -3.0480  2.0632
C  1.2630  -2.7763  1.5151
C  1.2052  -1.3047  1.1132
O  0.1576  -0.5345  1.7155
C  -1.0321  -0.2301  1.0969
P  -2.2582  -0.8808  2.5287
S  -1.5062  -2.2604  3.6789
C  -1.3131  -1.0298  -0.1791
C  -1.7075  -2.4829  0.0539
S  -1.2424  -3.4566  -1.3580
O  -2.2818  -3.3952  -2.3318
O  0.0941  -3.0906  -1.7194
O  -2.3963  -0.5215  -0.9985
S  -2.1252  0.6665  -2.0266
O  -0.7199  0.7987  -2.2082
O  -2.5540  2.0080  -1.0186
C  -2.5356  1.9005  0.3486
Br  -2.6339  3.8281  0.9547
S  -4.2117  1.3755  0.9221
O  -4.6339  0.1170  0.4110
O  -4.3368  1.5947  2.3219
C  -5.4891  2.5781  0.1823
F  -5.1509  3.1234  -1.0870
F  -5.7764  3.5476  0.9913
F  -6.5581  1.8681  -0.0451
C  -1.2570  1.3442  1.0407
C  -0.0918  2.2750  0.5714
C  1.2860  1.7302  0.2450
C  2.2605  2.8662  -0.0987
C  1.9124  3.7629  -1.2680
S  1.7643  2.9437  -2.8680
C  3.1567  1.9063  -2.8261
N  4.4050  2.2063  -2.9497
N  5.1013  1.0029  -2.8933
C  4.1999  0.0847  -2.7523
O  2.9438  0.5716  -2.6885
H  4.7954  -3.9247  -0.2390
H  4.3451  -2.3782  0.4461
H  3.2352  -3.1524  -0.6600
H  2.7061  -4.8513  1.0512
H  4.0737  -4.3300  2.0020
H  1.1190  -3.3993  0.6379
H  0.5164  -3.0317  2.2600
H  1.2709  -1.2018  0.0386
H  2.1320  -0.8836  1.4780
H  -3.4293  -1.3555  1.9359
H  -2.5412  0.2415  3.3057
H  -0.4452  -1.0776  -0.8284
H  -1.2887  -2.9163  0.9594
H  -2.7854  -2.5544  0.1281
H  -1.2223  -4.7000  -0.8301
H  -1.3985  1.5949  2.0840
H  -0.3850  2.8611  -0.2901
H  0.0638  3.0052  1.3564
H  1.7016  1.2875  1.1354
H  1.2834  1.0125  -0.5620
H  2.3601  3.4822  0.7911
H  3.2336  2.4135  -0.2500
H  0.9882  4.2953  -1.0816
H  2.6726  4.5298  -1.3464
H  4.3510  -0.9713  -2.6933
Cs  -5.0940  4.2407  -2.7170

Record 4
DFT (wB97M-V/def2-TZVPD) results for a structure of composition C16H25Cl2N4OSTl.

The orbital gap comes out at 3.3 eV. Its total charge is +2. Its molar mass is 596.76 g/mol. The highest occupied orbital energy is -13.45 eV. The value obtained for the strongest force on any atom is 0.19 eV/Å.

Positions of all 50 atoms, in Å:
Tl  0.4589  -1.6737  -0.2677
Cl  -3.5257  -4.6481  -2.9471
C  -1.8543  -4.6974  -2.4466
Cl  -1.0898  -3.0703  -2.5852
H  -1.2948  -5.3581  -3.0966
H  -1.7961  -4.9999  -1.4089
C  -2.3197  0.2533  -0.8991
N  -0.8490  0.3913  -1.1216
C  -0.6429  0.6022  -2.5880
N  -1.3570  1.7645  -3.0664
C  -2.7892  1.5830  -2.8044
N  -3.0454  1.4127  -1.3676
C  -2.5536  2.6001  -0.6640
N  -1.1154  2.8010  -0.8892
C  -0.4082  1.6278  -0.4275
C  -0.8922  2.9447  -2.3361
H  -2.4969  0.1249  0.1730
H  -2.6657  -0.6357  -1.4306
H  -0.9996  -0.2847  -3.1161
H  0.4262  0.7200  -2.7700
H  -3.1438  0.7014  -3.3398
H  -3.3326  2.4563  -3.1616
H  -2.7366  2.4845  0.4062
H  -3.0940  3.4757  -1.0203
H  -0.5868  1.5046  0.6464
H  0.6642  1.7548  -0.5972
H  0.1738  3.0880  -2.5221
H  -1.4319  3.8218  -2.6900
C  3.5637  1.3355  -2.1124
C  3.4001  -0.1507  -2.0261
C  4.5723  -0.9940  -2.4097
O  2.3429  -0.6585  -1.6666
H  4.5561  1.6382  -1.7794
H  2.8011  1.8518  -1.5343
H  3.4735  1.6319  -3.1611
H  4.9625  -0.6802  -3.3795
H  4.3150  -2.0489  -2.4319
H  5.3740  -0.8246  -1.6859
S  0.7701  -0.0845  3.0558
C  0.5818  -0.5824  4.5845
C  -0.1131  0.2711  5.5461
C  -0.2698  -0.1460  6.8300
C  0.2337  -1.4079  7.2061
C  0.9062  -2.2697  6.3099
C  1.0956  -1.8745  5.0255
H  -0.4897  1.2272  5.2069
H  -0.7741  0.4742  7.5580
H  0.1012  -1.7326  8.2326
H  1.2663  -3.2286  6.6558
H  1.6284  -2.4914  4.3141